# 1
Here is a structure of composition C25H46As2CuN2O4S3Si3 from the Open Molecules 2025 dataset. Energies are from wB97M-V/def2-TZVPD.

Summary:
ΔE to the lowest compared entry with this formula, charge and spin = 4.0 kcal/mol
highest occupied orbital energy (alpha / beta) = -7.8 / -7.8 eV
LUMO energy (alpha / beta) = -0.073 / -1.832 eV
E = -9565.8932 Eh

```
! RIJCOSX wB97M-V def2-TZVPD def2/J DEFGRID3
* xyz 0 2
Cu -0.867 1.037 0.763
S -1.996 2.095 2.673
C -3.051 0.955 1.992
N -2.625 0.191 1.018
C -3.618 -0.624 0.487
C -3.479 -1.512 -0.578
C -4.577 -2.257 -0.974
C -5.805 -2.120 -0.324
C -5.956 -1.231 0.730
C -4.855 -0.485 1.129
S -4.730 0.710 2.400
H -2.514 -1.606 -1.061
H -4.479 -2.960 -1.793
H -6.651 -2.714 -0.645
H -6.912 -1.114 1.226
N -2.022 1.995 -1.031
C -1.123 2.774 -1.829
C -0.756 4.045 -1.406
C 0.224 4.749 -2.099
C 0.835 4.180 -3.207
C 0.435 2.923 -3.650
C -0.552 2.227 -2.969
S 2.339 4.902 -3.901
O 3.298 3.817 -3.683
O 2.590 6.068 -3.068
O 2.056 5.178 -5.291
H -2.737 2.565 -0.599
H -2.444 1.240 -1.555
H -1.252 4.476 -0.539
H 0.542 5.737 -1.788
H 0.923 2.498 -4.521
H -0.868 1.241 -3.307
C -1.894 -4.131 0.999
Si -0.435 -3.665 -0.090
C 0.932 -4.918 0.256
C -0.919 -3.898 -1.889
As 0.199 -1.413 0.394
Si 2.034 -1.244 -1.141
C 1.089 -1.229 -2.772
C 3.127 -2.769 -1.066
C 3.150 0.241 -1.086
Si 0.496 -1.779 2.725
C 1.444 -3.326 3.192
C -1.245 -1.904 3.437
C 1.339 -0.327 3.541
H -2.439 -4.973 0.559
H -2.596 -3.303 1.125
H -1.551 -4.434 1.993
H 0.596 -5.665 0.982
H 1.836 -4.452 0.654
H 1.207 -5.445 -0.663
H -1.470 -4.839 -1.988
H -0.030 -3.959 -2.524
H -1.552 -3.093 -2.278
H 1.201 -2.168 -3.319
H 1.452 -0.417 -3.409
H 0.022 -1.065 -2.599
H 2.591 -3.666 -1.387
H 3.520 -2.944 -0.060
H 3.979 -2.626 -1.739
H 2.585 1.125 -1.383
H 3.974 0.119 -1.796
H 3.568 0.406 -0.089
H 0.939 -4.232 2.847
H 1.523 -3.378 4.284
H 2.457 -3.321 2.778
H -1.522 -2.932 3.680
H -1.980 -1.521 2.727
H -1.321 -1.304 4.348
H 2.423 -0.384 3.409
H 1.127 -0.307 4.614
H 0.979 0.607 3.110
C 0.650 4.495 1.550
As 1.762 3.029 0.986
C 2.997 3.706 -0.310
C 2.915 2.733 2.506
O 0.911 1.624 0.584
H 1.209 5.054 2.298
H -0.277 4.134 1.977
H 0.443 5.141 0.701
H 2.888 4.791 -0.326
H 2.872 3.329 -1.320
H 3.995 3.442 0.034
H 3.653 3.534 2.488
H 3.417 1.775 2.416
H 2.358 2.772 3.438
*
```


# 2
Here is a cluster of 2 separate species, C3H3N3O in total at a distorted geometry from the Open Molecules 2025 dataset. Energies are from wB97M-V/def2-TZVPD.

Summary:
ΔE to the lowest compared entry with this formula, charge and spin = 22.3 kcal/mol
highest occupied orbital energy = -10.3 eV
LUMO energy = 0.853 eV
E = -355.6044 Eh

```
! RIJCOSX wB97M-V def2-TZVPD def2/J DEFGRID3
* xyz 0 1
O 3.362 -0.170 0.326
C 2.409 -0.772 0.447
N 0.423 0.501 -0.134
C -0.580 1.276 -0.472
N -1.800 0.693 -0.371
C -1.508 -0.519 0.057
N -0.175 -0.652 0.205
H 0.510 -1.358 0.487
H -0.393 2.287 -0.800
H -2.247 -1.286 0.256
*
```


# 3
Here is the ion C23H44N3O6P2 with charge +1 at a distorted geometry from the Open Molecules 2025 dataset. Energies are from wB97M-V/def2-TZVPD.

Summary:
ΔE to the lowest compared entry with this formula, charge and spin = 198.9 kcal/mol
highest occupied orbital energy = -8.9 eV
SMILES = CP(O)[C@@H]1N[C@@H](O)C[N@@H+](P(=O)(O)O)[C@@]1(CC=O)CCCCCCCCCCCCn1cccc1
LUMO energy = -3.684 eV
E = -2200.7092 Eh

```
! RIJCOSX wB97M-V def2-TZVPD def2/J DEFGRID3
* xyz 1 1
C 5.711 -1.656 3.681
P 5.123 -1.730 1.890
O 5.944 -3.115 1.223
C 5.714 -0.217 0.875
N 6.150 0.766 1.947
C 6.623 2.054 1.383
O 8.025 2.227 1.765
C 6.572 2.072 -0.199
N 5.360 1.513 -0.887
P 5.992 1.015 -2.505
O 6.878 -0.229 -2.468
O 7.059 2.300 -2.944
O 4.832 1.056 -3.727
C 4.623 0.403 -0.136
C 3.288 0.964 0.620
C 3.396 2.409 1.252
O 2.653 2.687 2.234
C 3.985 -0.706 -1.158
C 2.831 -1.635 -0.568
C 1.365 -1.277 -1.195
C 0.376 -2.546 -1.264
C -0.906 -2.367 -0.299
C -2.319 -2.581 -1.066
C -3.571 -2.192 -0.109
C -4.749 -1.412 -0.908
C -6.186 -1.903 -0.386
C -7.426 -1.129 -1.078
C -7.603 0.269 -0.300
C -8.958 0.347 0.599
N -9.224 1.819 0.795
C -9.879 2.525 -0.280
C -9.947 3.988 0.219
C -9.286 3.985 1.634
C -8.809 2.529 1.980
H 5.765 -0.614 4.137
H 4.922 -2.232 4.300
H 6.691 -2.251 3.836
H 6.172 -2.936 0.278
H 6.620 -0.621 0.275
H 5.348 0.916 2.590
H 6.066 2.942 1.858
H 7.971 2.530 2.699
H 7.478 1.444 -0.550
H 6.669 3.174 -0.530
H 4.733 2.323 -1.113
H 7.940 1.895 -3.142
H 5.139 0.528 -4.504
H 2.943 0.249 1.457
H 2.497 1.045 -0.224
H 4.091 3.236 0.864
H 3.429 -0.054 -1.941
H 4.770 -1.390 -1.619
H 3.037 -2.718 -0.920
H 2.691 -1.680 0.550
H 0.899 -0.500 -0.474
H 1.430 -0.781 -2.221
H 0.961 -3.483 -0.959
H 0.009 -2.606 -2.359
H -0.966 -1.331 0.180
H -0.844 -3.129 0.561
H -2.298 -1.893 -1.986
H -2.423 -3.669 -1.444
H -3.946 -3.169 0.369
H -3.141 -1.542 0.744
H -4.604 -1.634 -2.018
H -4.610 -0.278 -0.751
H -6.244 -1.682 0.739
H -6.296 -3.009 -0.642
H -7.111 -0.859 -2.155
H -8.400 -1.721 -1.079
H -7.670 1.099 -1.102
H -6.747 0.536 0.407
H -8.736 -0.167 1.609
H -9.838 -0.207 0.134
H -10.223 2.065 -1.264
H -10.383 4.844 -0.390
H -9.156 4.922 2.264
H -8.273 2.175 2.913
*
```


# 4
Here is a structure of composition C13H14ClN4O4RuSe4Te2 from the Open Molecules 2025 dataset. Energies are from wB97M-V/def2-TZVPD.

Summary:
ΔE to the lowest compared entry with this formula, charge and spin = 20.0 kcal/mol
highest occupied orbital energy (alpha / beta) = -6.8 / -7.3 eV
LUMO energy (alpha / beta) = -0.235 / -1.913 eV
E = -11720.3219 Eh

```
! RIJCOSX wB97M-V def2-TZVPD def2/J DEFGRID3
* xyz 0 6
Ru 0.301 0.095 0.165
O -0.790 -3.076 2.722
Cl -1.174 -1.767 2.291
O -2.381 -1.343 2.932
O -0.107 -0.806 2.554
O -1.353 -1.753 0.830
Se -0.261 3.642 1.261
Se -1.623 2.305 2.540
C -2.612 1.383 1.166
C -3.956 1.168 1.435
C -4.728 0.538 0.480
C -4.144 0.195 -0.728
C -2.800 0.447 -0.908
N -2.023 1.001 0.032
C 1.436 2.824 1.693
C 2.551 3.646 1.801
C 3.748 3.080 2.202
C 3.784 1.734 2.533
C 2.623 0.994 2.392
N 1.481 1.514 1.933
H -4.373 1.495 2.377
H -5.776 0.339 0.666
H -4.714 -0.275 -1.517
H -2.300 0.178 -1.828
H 2.463 4.706 1.600
H 4.637 3.692 2.295
H 4.686 1.265 2.900
H 2.588 -0.062 2.635
Se 0.196 -0.684 -2.461
Te -0.389 -3.051 -2.187
Te 1.221 -3.758 -0.116
Se 2.361 -1.689 0.413
C 4.500 3.284 -1.711
N 3.917 1.963 -1.520
C 4.806 0.806 -1.479
C 2.635 1.829 -1.280
N 1.501 1.718 -1.070
H 5.189 3.517 -0.896
H 3.713 4.033 -1.734
H 5.047 3.312 -2.655
H 5.494 0.893 -0.635
H 5.378 0.750 -2.405
H 4.219 -0.103 -1.366
*
```